Here is C20H32Br5NO3PbSi as an isolated structure in a non-equilibrium geometry from OMol25. Energies are from ωB97M-V/def2-TZVPD.

Maximum force, eV Å⁻¹: 1.80
Net charge: +2
Spin multiplicity: 1
Calculated total energy, Eh: -14413.7008

Structure (XYZ):
```
63
C20H32Br5NO3PbSi | OMol25 | ωB97M-V/def2-TZVPD
Pb -0.351 0.075 -0.568
Br 3.586 4.565 3.922
C 2.406 3.951 2.623
C 1.493 4.907 1.978
Br 1.609 6.710 2.418
C 0.554 4.489 1.085
Br -0.687 5.652 0.304
C 0.465 3.100 0.708
O -0.365 2.651 -0.058
C 1.475 2.121 1.319
O 1.449 0.954 0.954
C 2.386 2.624 2.305
Br 3.506 1.370 3.135
C 0.810 -2.950 -2.622
C 0.696 -3.175 -1.144
N 1.065 -4.357 -0.668
O 0.249 -2.302 -0.370
H 1.161 -3.833 -3.149
H 1.496 -2.125 -2.820
H -0.168 -2.670 -3.014
H 1.442 -5.079 -1.258
H 0.987 -4.541 0.320
C -4.759 1.955 3.293
C -5.022 0.445 3.205
C -6.295 0.113 4.006
C -5.242 0.088 1.728
Si -3.578 -0.551 4.011
Br -1.622 -0.195 1.597
C -3.639 -2.477 3.957
C -2.239 -3.096 3.816
C -4.274 -2.939 5.281
C -4.500 -2.980 2.791
C -2.484 0.306 5.342
C -1.832 1.600 4.827
C -3.399 0.639 6.536
C -1.360 -0.620 5.833
H -5.589 2.474 2.807
H -3.843 2.237 2.772
H -4.718 2.307 4.324
H -7.115 0.718 3.612
H -6.190 0.350 5.067
H -6.584 -0.934 3.910
H -6.085 0.677 1.360
H -5.486 -0.960 1.579
H -4.369 0.338 1.126
H -1.596 -2.871 4.664
H -1.745 -2.767 2.902
H -2.354 -4.181 3.771
H -3.663 -2.681 6.148
H -4.368 -4.027 5.256
H -5.275 -2.525 5.426
H -4.103 -2.659 1.828
H -5.540 -2.667 2.882
H -4.491 -4.072 2.807
H -2.565 2.352 4.544
H -1.180 1.402 3.975
H -1.226 2.017 5.635
H -4.170 1.367 6.278
H -2.786 1.074 7.328
H -3.885 -0.251 6.943
H -0.692 -0.913 5.023
H -1.748 -1.511 6.326
H -0.768 -0.075 6.572
```

The net atomic charges from Löwdin, expressed in e, are: number 1, Pb, carries 1.236; number 2, Br, carries 0.881; number 3, C, carries -0.700; number 4, C, carries -0.709; number 5, Br, carries 0.875; number 6, C, carries -0.654; number 7, Br, carries 0.881; number 8, C, carries -0.345; number 9, O, carries -0.065; number 10, C, carries -0.344; number 11, O, carries -0.092; number 12, C, carries -0.655; number 13, Br, carries 0.870; number 14, C, carries 0.012; number 15, C, carries -0.548; number 16, N, carries 0.220; number 17, O, carries -0.216; number 18, H, carries 0.092; number 19, H, carries 0.097; number 20, H, carries 0.099; number 21, H, carries 0.131; number 22, H, carries 0.136; number 23, C, carries -0.092; number 24, C, carries -0.623; number 25, C, carries -0.067; number 26, C, carries -0.101; number 27, Si, carries 1.046; number 28, Br, carries 0.257; number 29, C, carries -0.623; number 30, C, carries -0.098; number 31, C, carries -0.066; number 32, C, carries -0.091; number 33, C, carries -0.619; number 34, C, carries -0.101; number 35, C, carries -0.066; number 36, C, carries -0.090; number 37, H, carries 0.101; number 38, H, carries 0.075; number 39, H, carries 0.074; number 40, H, carries 0.105; number 41, H, carries 0.084; number 42, H, carries 0.077; number 43, H, carries 0.101; number 44, H, carries 0.061; number 45, H, carries 0.030; number 46, H, carries 0.061; number 47, H, carries 0.036; number 48, H, carries 0.098; number 49, H, carries 0.075; number 50, H, carries 0.105; number 51, H, carries 0.085; number 52, H, carries 0.078; number 53, H, carries 0.075; number 54, H, carries 0.100; number 55, H, carries 0.061; number 56, H, carries 0.032; number 57, H, carries 0.097; number 58, H, carries 0.076; number 59, H, carries 0.104; number 60, H, carries 0.086; number 61, H, carries 0.081; number 62, H, carries 0.075; number 63, H, carries 0.099